{
  "formula": "C45H70F15N5O25",
  "method": "ωB97M-V/def2-TZVPD",
  "homo_energy_ev": -10.839,
  "energy_ev": -147193.995,
  "e_lumo_ev": -0.16,
  "e_above_lowest_kj_mol": 233.25,
  "orbital_gap_ev": 10.682,
  "species": ["C", "C", "O", "C", "O", "C", "F", "F", "F", "H", "H", "H", "H", "H", "C", "C", "O", "C", "O", "C", "F", "F", "F", "H", "H", "H", "H", "H", "C", "C", "O", "C", "O", "C", "F", "F", "F", "H", "H", "H", "H", "H", "C", "C", "O", "C", "O", "C", "F", "F", "F", "H", "H", "H", "H", "H", "C", "C", "O", "C", "O", "C", "F", "F", "F", "H", "H", "H", "H", "H", "C", "O", "C", "O", "O", "C", "H", "H", "H", "H", "H", "H", "C", "O", "C", "O", "O", "C", "H", "H", "H", "H", "H", "H", "C", "O", "C", "O", "O", "C", "H", "H", "H", "H", "H", "H", "C", "O", "C", "O", "O", "C", "H", "H", "H", "H", "H", "H", "C", "O", "C", "O", "O", "C", "H", "H", "H", "H", "H", "H", "C", "C", "N", "H", "H", "H", "C", "C", "N", "H", "H", "H", "C", "C", "N", "H", "H", "H", "C", "C", "N", "H", "H", "H", "C", "C", "N", "H", "H", "H"],
  "xyz": [[28.07974, 21.69295, -25.54219], [27.73559, 23.12072, -26.04116], [28.98479, 23.67922, -26.42323], [29.54491, 24.61916, -25.64685], [28.97554, 25.15514, -24.70811], [30.90617, 25.09983, -26.15967], [30.74936, 26.40806, -26.44791], [31.80953, 25.00974, -25.20683], [31.31260, 24.43695, -27.20802], [27.33137, 21.18814, -24.93130], [28.91386, 21.69723, -24.84053], [28.22586, 21.04022, -26.40282], [27.11365, 23.71656, -25.37311], [27.09384, 23.08115, -26.92132], [35.20542, 14.75925, -17.80075], [35.41686, 15.88712, -18.84332], [36.69318, 16.49492, -18.53048], [37.83698, 16.00512, -19.06986], [37.86170, 15.00254, -19.83447], [39.10545, 16.88435, -18.89442], [39.48411, 17.31356, -20.06532], [38.77013, 17.98520, -18.16916], [39.96655, 16.05104, -18.32667], [34.24208, 14.25163, -17.84958], [35.31344, 15.11104, -16.77475], [36.04812, 14.08429, -17.95043], [34.65971, 16.67114, -18.83177], [35.39358, 15.55851, -19.88234], [33.46283, 21.92836, -20.64231], [34.07608, 23.01921, -19.72330], [33.92871, 22.50845, -18.45504], [34.38567, 23.07269, -17.32303], [34.93171, 24.14584, -17.22052], [34.11797, 22.13294, -16.11954], [35.15908, 22.14657, -15.31087], [33.11947, 22.80661, -15.47610], [33.74931, 20.90429, -16.45678], [32.52838, 21.59266, -20.19264], [34.09162, 21.03807, -20.63255], [33.16116, 22.29679, -21.62279], [33.67805, 24.01821, -19.90129], [35.05678, 23.30914, -20.10046], [25.46778, 14.19387, -23.87398], [26.35924, 14.09053, -25.06304], [27.43751, 14.91751, -24.73466], [28.73486, 14.65393, -25.22252], [28.97494, 13.81246, -26.06899], [29.85676, 15.56936, -24.53820], [30.86203, 14.75867, -24.19879], [30.30243, 16.49152, -25.41689], [29.33900, 16.09027, -23.42129], [25.06953, 15.18606, -23.66170], [25.91998, 13.86952, -22.93675], [24.58949, 13.54951, -23.91253], [25.89228, 14.52697, -25.94596], [26.62251, 13.04047, -25.19029], [28.00071, 8.76982, -21.22170], [27.92293, 8.52178, -19.70255], [27.73881, 9.74667, -19.00009], [27.24035, 9.72744, -17.73860], [26.99988, 8.67450, -17.14236], [26.99519, 11.10744, -17.15016], [27.31022, 11.07987, -15.85411], [27.70061, 12.08811, -17.78586], [25.76440, 11.49985, -17.10767], [27.33593, 9.57847, -21.52542], [27.74783, 7.82747, -21.70762], [29.04098, 9.01114, -21.44011], [28.79979, 8.02274, -19.29004], [27.05315, 7.88451, -19.54296], [36.39270, 13.22453, -30.11026], [36.34827, 13.39035, -31.50880], [36.42288, 14.64630, -32.01947], [36.33377, 15.68119, -31.34033], [36.51762, 14.50665, -33.37727], [36.54804, 15.68692, -34.12660], [37.35003, 13.55537, -29.70758], [36.17857, 12.24091, -29.69225], [35.64284, 13.86690, -29.64853], [36.40822, 15.49682, -35.19075], [37.48831, 16.23793, -34.10711], [35.70847, 16.30941, -33.81718], [27.02230, 17.01267, -33.17809], [27.64527, 17.82046, -32.21113], [28.93677, 17.89123, -32.21773], [29.76672, 17.29724, -32.92561], [29.19785, 18.77617, -31.27488], [30.53971, 19.15362, -30.91394], [27.29845, 17.36732, -34.17109], [25.96583, 17.27242, -33.11118], [27.03237, 15.92585, -33.09551], [30.38506, 19.71524, -29.99264], [31.01569, 19.85442, -31.59980], [31.18301, 18.28222, -30.79182], [19.22271, 17.06097, -17.75316], [19.27020, 18.47080, -17.90777], [20.27983, 19.02742, -18.48158], [21.28968, 18.45499, -18.86490], [19.91190, 20.37904, -18.70916], [18.76569, 21.00226, -18.20722], [20.10181, 16.42034, -17.68332], [18.65107, 16.65723, -18.58882], [18.63290, 16.76095, -16.88701], [18.59812, 22.05452, -18.43694], [18.69510, 21.01012, -17.11953], [17.91893, 20.44583, -18.60907], [28.09449, 25.05203, -17.07363], [27.99640, 23.68161, -16.70782], [27.95839, 22.71867, -17.65746], [28.12748, 22.84376, -18.89589], [27.76629, 21.53262, -17.00530], [27.73628, 20.35680, -17.87185], [27.55705, 25.71614, -16.39672], [27.76333, 25.23618, -18.09565], [29.11454, 25.43475, -17.10733], [27.27766, 19.53924, -17.31562], [28.74371, 20.01342, -18.10698], [27.18332, 20.46376, -18.80507], [19.77558, 4.96464, -28.03646], [20.70665, 5.72304, -27.26513], [20.72447, 5.58925, -25.97443], [20.00896, 4.81658, -25.35152], [21.50693, 6.45986, -25.48081], [21.74000, 6.53829, -24.10187], [18.76867, 5.28622, -27.77032], [19.70688, 3.95121, -27.64109], [19.83424, 4.93081, -29.12436], [20.77629, 6.59486, -23.59577], [22.29221, 7.44647, -23.86025], [22.29319, 5.69536, -23.68769], [16.83298, 10.85088, -25.35103], [17.43186, 12.18717, -25.30236], [17.95120, 13.21912, -25.28160], [17.43468, 10.34328, -26.10494], [15.81036, 10.98575, -25.70338], [16.91705, 10.38160, -24.37082], [30.44314, 10.96049, -32.02600], [30.13784, 9.56980, -31.53219], [29.90417, 8.54639, -31.07024], [31.08464, 11.42595, -31.27772], [29.59490, 11.60237, -32.26386], [31.12586, 10.74640, -32.84828], [20.71951, 14.86335, -30.09660], [19.44569, 14.12604, -30.23745], [18.51003, 13.46647, -30.35289], [20.49615, 15.55976, -29.28837], [20.97631, 15.39423, -31.01329], [21.59475, 14.28964, -29.79179], [20.65830, 19.89585, -25.02256], [19.78235, 20.08432, -26.19637], [19.07727, 20.27338, -27.13378], [20.41194, 20.71003, -24.34099], [21.70228, 20.00786, -25.31522], [20.54270, 18.87989, -24.64499], [37.46741, 17.96210, -26.01472], [37.14639, 19.34311, -26.38356], [36.96520, 20.42285, -26.64244], [38.34876, 17.69381, -26.59723], [36.71979, 17.22450, -26.30647], [37.77824, 17.82503, -24.97901]]
}



{
  "formula": "C45H71N13O",
  "method": "ωB97M-V/def2-TZVPD",
  "homo_energy_ev": -7.912,
  "energy_ev": -69235.871,
  "e_lumo_ev": 0.39,
  "orbital_gap_ev": 8.300,
  "species": ["C", "O", "N", "N", "H", "H", "H", "H", "C", "C", "C", "C", "N", "H", "H", "H", "H", "H", "H", "H", "C", "C", "C", "C", "N", "H", "H", "H", "H", "H", "H", "H", "C", "C", "C", "C", "N", "H", "H", "H", "H", "H", "H", "H", "C", "C", "C", "C", "N", "H", "H", "H", "H", "H", "H", "H", "C", "C", "C", "C", "N", "H", "H", "H", "H", "H", "H", "H", "C", "C", "C", "C", "N", "H", "H", "H", "H", "H", "H", "H", "N", "C", "C", "C", "C", "H", "H", "H", "H", "H", "N", "C", "C", "C", "C", "H", "H", "H", "H", "H", "N", "C", "C", "C", "C", "H", "H", "H", "H", "H", "N", "C", "C", "C", "C", "H", "H", "H", "H", "H", "N", "C", "C", "C", "C", "H", "H", "H", "H", "H"],
  "xyz": [[0.44416, 0.18809, -0.48125], [1.61804, -0.14946, -0.62972], [-0.56499, -0.58588, 0.02829], [0.01710, 1.41265, -0.92503], [-1.45383, -0.13164, 0.16601], [-0.46786, -1.55408, 0.26714], [-0.95657, 1.67472, -0.89715], [0.67756, 1.99504, -1.41053], [-4.61614, -3.03226, -0.29279], [-4.39818, -1.72400, 0.46957], [-5.05651, -1.73825, 1.84636], [-5.31844, -0.36225, 2.28277], [-5.55482, 0.73255, 2.53110], [-5.64730, -3.05148, -0.66245], [-4.51447, -3.90168, 0.35917], [-3.95526, -3.12004, -1.14906], [-4.75426, -0.90176, -0.14629], [-3.32143, -1.56054, 0.57969], [-4.42017, -2.19230, 2.60671], [-6.03319, -2.22680, 1.83569], [-1.94680, 1.56928, 2.71322], [-2.36751, 0.99812, 4.05405], [-1.46465, 1.25355, 5.24654], [-1.30941, 2.68943, 5.52145], [-1.18677, 3.81349, 5.72435], [-2.06337, 2.65501, 2.74041], [-2.66214, 1.23013, 1.95993], [-0.92984, 1.32144, 2.41292], [-2.47810, -0.08756, 3.95721], [-3.38028, 1.36387, 4.24596], [-0.47301, 0.85053, 5.01460], [-1.81339, 0.77709, 6.16214], [-5.00774, 4.25120, -0.69177], [-5.68520, 3.32816, -1.68326], [-5.51897, 1.83102, -1.35625], [-4.12782, 1.49090, -1.11207], [-3.03591, 1.25198, -0.86136], [-3.93680, 4.07183, -0.64700], [-5.45000, 4.11500, 0.29894], [-5.17403, 5.29955, -0.94244], [-5.29104, 3.45387, -2.69577], [-6.75314, 3.53478, -1.75840], [-5.85190, 1.24289, -2.21167], [-6.05477, 1.53082, -0.45218], [1.78924, -3.29429, -3.11669], [1.15266, -4.67630, -3.25106], [0.69657, -5.24482, -1.92281], [-0.39234, -4.49298, -1.29791], [-1.24749, -3.89038, -0.83258], [1.07478, -2.56705, -2.71983], [2.26388, -2.93276, -4.02442], [2.57654, -3.30224, -2.35205], [1.84406, -5.38767, -3.70659], [0.32992, -4.60176, -3.96736], [1.51506, -5.34047, -1.20855], [0.30835, -6.26136, -2.05706], [-1.32206, -2.54288, -5.34213], [-0.71965, -1.31556, -4.66433], [-1.43425, -0.95074, -3.35287], [-2.87169, -0.78783, -3.53443], [-4.00836, -0.65293, -3.64720], [-0.62938, -2.89053, -6.11126], [-2.27168, -2.31054, -5.82091], [-1.49548, -3.36031, -4.63882], [-0.82741, -0.47701, -5.36461], [0.35290, -1.40875, -4.52315], [-1.03219, -0.03883, -2.90597], [-1.27311, -1.76461, -2.63751], [1.73549, -3.78824, 1.25520], [2.87910, -2.86117, 0.92102], [4.17788, -3.28802, 1.59758], [4.69577, -4.55685, 1.08667], [5.10579, -5.54354, 0.67125], [1.93731, -4.80066, 0.90822], [0.81022, -3.39327, 0.84371], [1.56134, -3.79661, 2.33433], [2.68699, -1.81120, 1.15690], [2.99820, -2.80319, -0.16611], [4.01587, -3.42072, 2.67124], [4.94925, -2.52788, 1.45981], [2.02139, 2.52917, 2.06979], [1.76345, 2.37266, 3.41381], [2.66246, 1.46384, 3.90753], [3.48844, 1.04915, 2.81644], [3.04357, 1.71007, 1.70296], [1.44960, 3.11747, 1.47780], [0.96279, 2.93632, 3.86383], [2.79380, 1.22656, 4.95192], [4.28146, 0.32846, 2.92165], [3.40097, 1.70685, 0.68663], [0.66191, 5.95078, 2.08090], [-0.54565, 5.35927, 1.82583], [-0.48817, 4.79866, 0.57404], [0.84022, 5.01764, 0.08736], [1.50255, 5.76274, 1.02223], [0.81991, 6.57578, 2.84984], [-1.34625, 5.49238, 2.53497], [-1.24785, 4.14191, 0.18121], [1.17475, 4.76250, -0.90408], [2.44831, 6.26644, 0.92159], [2.92435, 5.06639, -3.16953], [3.46796, 4.22254, -2.22816], [3.24838, 2.93802, -2.64137], [2.51359, 3.00385, -3.86815], [2.33073, 4.33103, -4.15732], [2.89096, 6.06742, -3.12810], [4.06340, 4.62644, -1.42704], [3.52281, 2.02927, -2.13171], [2.23725, 2.13507, -4.44130], [1.80766, 4.81572, -4.96435], [4.08734, -0.82273, -1.67211], [5.16326, -0.63469, -0.85452], [6.30434, -0.88879, -1.56991], [5.89640, -1.19836, -2.90684], [4.53240, -1.12800, -2.93095], [3.11091, -0.73894, -1.39368], [5.01696, -0.36377, 0.18077], [7.30915, -0.78712, -1.20006], [6.51202, -1.41259, -3.76499], [3.81293, -1.29520, -3.71350], [-0.61605, -3.26055, 4.02549], [0.23147, -2.75498, 4.97528], [0.78500, -1.60859, 4.46440], [0.20809, -1.39211, 3.18452], [-0.64463, -2.42920, 2.93404], [-1.21612, -4.05583, 4.14024], [0.43317, -3.31043, 5.87532], [1.45435, -0.97472, 5.02158], [0.44173, -0.54913, 2.55438], [-1.21037, -2.72176, 2.06383]]
}